1.
The following is a quantum chemistry calculation of a molecular structure, C27H76F6N9O20S6, from OMol25.

CARTESIAN COORDINATES (ANGSTROEM)
O  11.4193  16.1308  21.3974
H  19.6952  15.9065  14.8050
C  12.3253  13.3149  24.2438
O  19.6324  14.6588  18.3516
C  16.3589  14.1623  15.5863
O  14.9915  16.2253  13.4003
H  17.6858  9.5716  22.5291
H  17.7369  12.9133  22.5608
H  14.9872  9.0949  4.6343
N  20.6710  12.4544  21.0168
H  22.3807  16.7220  11.9829
H  15.7984  13.2710  17.3855
C  8.9292  11.1546  20.2803
O  17.1775  14.9457  15.2947
H  19.3060  14.7042  13.5843
H  10.5249  12.2682  21.0816
O  18.0320  11.2962  21.2517
H  23.3456  11.5671  20.2398
H  21.5441  17.8517  12.9592
O  12.4952  15.5400  19.2539
F  21.7432  13.9544  17.5507
H  21.7537  15.7633  14.2819
S  14.0089  16.3792  14.4113
H  16.3943  10.8525  22.6496
O  15.1126  13.1547  21.0704
C  23.1363  12.1998  21.1100
H  10.2376  11.7938  18.8164
H  8.8644  12.4844  22.6836
C  21.4126  16.8953  12.4444
H  23.5792  9.7405  21.6056
H  10.9555  8.6782  17.4805
F  11.4271  15.7390  16.1319
O  19.8156  11.6897  18.1744
H  12.6213  13.6760  4.6305
N  19.7341  13.2247  16.2245
C  14.5675  13.0157  4.5182
H  8.7699  10.7918  22.7766
H  8.3559  12.0120  20.1579
C  11.2527  22.2785  18.3110
C  14.1879  11.6085  4.9790
H  11.2023  10.8802  23.8783
C  23.4837  10.3236  22.5706
F  13.6612  17.9080  14.1331
H  22.0546  13.9058  20.1412
H  18.9691  11.7066  23.0936
H  16.6070  12.5718  3.9832
C  21.9670  13.2011  20.9587
H  15.0845  13.4955  5.3041
H  12.0520  19.5606  15.9170
C  18.4949  12.2174  22.1904
H  15.8905  13.1537  13.7637
H  24.5389  10.5438  22.8260
F  10.6972  14.3331  20.0483
O  14.3198  16.4035  15.7981
H  21.3293  14.4151  11.6359
O  11.6054  21.0604  17.6622
H  13.7283  17.9531  17.8816
H  14.7795  12.9076  15.1114
S  19.0762  12.0816  17.0629
F  13.1132  11.6699  20.7384
C  9.4435  11.5903  22.6990
O  15.3978  10.9604  5.4172
H  12.5843  14.3757  23.9716
C  13.3491  18.9374  17.9951
H  9.9088  11.7954  24.6614
H  21.9165  13.7844  21.8683
H  10.4892  10.5595  21.2238
H  13.7469  19.5688  17.1446
H  10.5935  18.7270  16.0876
H  10.5124  22.8891  17.6256
H  20.3781  12.1334  20.0633
N  15.7253  12.9690  3.5346
H  13.1841  12.6659  24.0332
H  22.9432  9.7836  23.3469
C  17.1241  10.3250  21.9470
S  11.9521  14.6129  15.2406
C  21.1257  15.6932  13.3504
H  21.3616  18.4646  10.4037
O  20.6390  15.4706  16.2707
N  12.8334  14.0929  21.2858
H  13.1267  13.1443  3.0781
H  11.9938  13.2191  25.2795
N  12.6448  15.5917  14.0885
C  20.3915  18.2982  10.8299
H  22.6642  14.4637  12.7549
H  16.4952  16.0750  17.6530
O  13.6435  13.1142  19.0996
C  11.4403  9.4535  18.0833
H  17.3301  14.6191  18.3082
H  19.7676  13.9510  22.2140
C  11.8309  18.7726  17.7179
C  15.8376  12.9632  14.8704
H  13.4696  11.6788  5.8103
H  15.8654  13.8437  3.0423
H  16.1665  9.1419  6.0113
O  12.8435  13.9524  16.1009
H  15.5706  12.2165  2.9364
C  11.0198  19.9024  18.2570
H  11.5056  17.8237  18.0679
F  19.2408  10.9705  15.9823
H  12.0669  22.9463  18.5690
H  14.6682  14.4716  16.8922
S  20.3080  14.3873  17.1093
C  13.3898  13.7216  3.9428
N  11.5914  18.7600  16.2513
H  8.9075  10.5681  18.2933
O  10.7880  14.0011  14.7200
S  13.8049  13.1333  20.5032
H  19.0429  16.3736  13.3197
N  19.7075  15.6518  13.8009
H  19.6699  18.2012  10.1070
C  9.6595  10.8270  19.0495
H  15.7500  14.9960  18.8040
H  13.5250  14.7814  3.6270
N  15.7199  14.2310  16.9832
H  18.9581  13.6074  20.5818
H  11.6011  10.3576  17.5738
N  9.9338  11.4243  21.3013
H  14.4218  9.2360  6.3624
O  11.1911  12.9569  23.3589
H  12.3385  9.0882  18.5492
S  11.9894  15.1510  20.5235
H  20.0739  19.1480  11.5130
C  15.2638  9.5643  5.6225
O  17.6909  12.2445  17.3054
C  21.6052  14.3931  12.6648
H  8.1787  10.4056  20.6942
H  10.9268  19.9006  19.3557
H  21.1155  13.5279  13.1343
C  10.5190  11.7563  23.7458
C  16.4002  15.0309  17.9985
H  13.7838  11.1577  4.0800
H  24.0693  12.8477  21.2328
H  16.5971  9.7865  21.2175
O  20.2619  17.0668  11.6054
C  19.3893  13.1662  21.5243
O  22.8035  11.5016  22.2882
H  10.6985  22.0873  19.2438
H  20.8361  11.6430  21.5404
H  13.6301  19.3485  18.9451
H  9.9899  19.7145  17.9780
O  10.6246  9.7859  19.2681
H  12.0329  17.9062  15.8729
H  16.3883  12.1457  15.2305

- HOMO (eV) = -14.680
- LUMO level (eV) = -5.23
- total charge = +3
- E_tot (hartree) = -6059.280817
- HOMO-LUMO gap (Ha) = 0.3472
- F_max (eV/Å) = 3.90

Here are the Löwdin charges for atoms 1 to 2, given in e:
1. O -0.258
2. H 0.102

***

2.
The following is a quantum chemistry calculation of 11 unconnected molecules or ions with the total composition C27H76N4O11, from OMol25.

CARTESIAN COORDINATES (ANGSTROEM)
C  1.7996  -2.3080  -1.9468
H  -3.6024  3.7980  -0.7848
N  -0.6604  -4.2050  3.1272
H  1.1976  1.0400  6.3362
H  -1.7984  5.9710  -0.9478
H  -1.9144  5.7030  -2.6348
H  3.1956  -3.0520  -3.2668
O  1.1106  -2.8590  2.4952
H  -6.4634  -0.2980  1.4342
H  -1.8014  -6.1410  -0.8208
C  1.3256  -1.2100  -2.9118
H  -5.6464  0.7080  -0.1768
H  -3.0454  0.2620  1.1692
H  -2.0474  -2.3040  2.3272
H  1.4346  4.8270  0.1442
H  1.6276  2.5660  0.8602
H  -1.0944  -4.3290  -2.6308
N  2.5306  2.0710  0.4442
C  1.9276  3.9840  2.7312
H  -0.4854  -3.2620  0.5282
C  3.4846  -1.7340  0.8512
C  -0.1694  -3.1530  2.5212
C  3.2186  -2.5230  -2.3308
N  -1.0624  -2.2740  2.0982
C  -3.0604  3.4430  -1.6618
C  -4.0154  0.7390  0.9852
H  -0.3074  2.5820  1.9912
C  -2.2454  -5.2980  -0.2828
C  -2.4524  0.4410  -3.5388
H  -3.2954  -5.3100  -0.4948
C  -1.8314  1.1120  -4.7558
N  3.5726  1.1060  -1.1648
H  -2.1634  -3.2780  -0.0308
H  -4.2734  0.9630  2.0242
H  -2.2974  -0.6220  -3.4578
O  0.1716  3.1080  1.3792
H  1.3636  6.1160  1.4442
C  5.2596  -3.4930  1.2372
H  -3.7814  1.7210  0.6202
O  -0.9014  3.2420  -2.4208
H  -3.4924  -1.5690  -0.4638
H  2.1156  4.7650  3.5572
H  2.6416  0.3630  5.8202
H  3.6426  -1.5320  -2.4038
C  -1.5984  3.8060  -1.6318
H  1.5306  -1.9530  -0.9698
O  -0.4884  -3.8840  -0.1778
H  -0.2124  0.6680  -1.2628
H  -0.1324  5.6450  0.5642
H  -3.2254  2.3370  -1.6608
C  0.6496  4.1210  1.9572
H  2.9086  -2.4950  0.4822
H  -0.1624  4.3680  2.7242
H  -0.6034  -0.6250  -4.9148
H  1.6666  -0.2140  -2.6228
H  2.7096  -1.2460  1.3002
H  -1.6294  -4.5060  3.0162
H  -0.0574  -5.0040  3.5762
H  -0.9054  0.1210  3.7842
C  -0.4554  0.4410  -4.9658
C  -1.7734  -3.6440  -2.1148
H  -0.7664  -1.5260  1.4892
H  3.9676  -1.0600  0.1312
H  3.1796  1.5530  1.0732
H  2.0956  1.7330  5.0392
H  0.0106  3.1630  -2.0958
H  1.3986  -1.2080  3.0292
H  0.9526  0.5630  0.6452
H  -3.5504  -0.0240  -1.3678
H  -3.4434  3.9400  -2.6018
H  3.8156  -2.7710  2.7262
H  2.0116  3.0060  3.1802
C  -0.0834  0.8560  3.8272
H  0.6806  -0.7800  4.8882
H  2.8016  4.0550  2.0922
H  4.6886  -4.1050  0.5912
H  0.2306  0.7000  -4.1968
H  1.6996  -1.3600  -3.8708
O  1.7136  2.3400  -1.7698
C  1.0686  0.0560  4.3652
H  3.8886  -2.9710  -1.5948
H  0.2226  -1.1670  -2.9068
C  1.7486  0.7910  5.4342
O  -1.8744  2.3400  -4.6958
H  0.0576  1.0710  2.7842
C  0.8316  5.2460  0.9412
H  5.6716  -4.0760  2.0292
O  -5.8354  -0.8080  0.8852
C  -4.9904  -0.0660  0.2532
H  -1.1734  3.4770  -0.7318
H  -5.1044  -1.2450  -1.3518
H  -0.4734  1.7880  4.2842
H  -1.2204  -0.5370  -0.5168
C  4.3966  -2.3660  1.9262
H  -2.0974  0.8600  -2.6358
H  -1.2954  1.2080  0.0802
C  -1.3944  5.3690  -1.7728
C  -1.6534  -3.9670  -0.6508
H  -0.3264  5.5860  -1.8698
C  -0.6784  0.3680  -0.3078
H  -2.0994  -5.4520  0.7992
O  0.3636  -0.1370  0.5092
H  3.5706  0.9010  -2.2088
H  0.0626  0.7670  -5.8618
H  6.0396  -3.0700  0.6802
C  2.5786  1.8870  -0.8578
H  -3.5004  0.6580  -3.5338
H  -2.3534  0.7810  -5.7258
O  1.7916  -0.3750  3.4022
H  -1.6214  -2.6290  -2.3948
H  -2.7554  -3.8220  -2.4868
H  4.3736  0.8700  -0.5018
O  5.1306  -1.5740  2.5182
O  1.1106  -3.3080  -2.2758
H  0.4496  -3.3180  -1.5148
H  -1.5574  2.6610  -3.8648
H  5.4986  -1.9410  3.3612
C  -4.1844  -0.7420  -0.8838

- HOMO (eV) = -8.478
- LUMO level (eV) = 0.03
- E_tot (hartree) = -2120.611945
- HOMO-LUMO gap (Ha) = 0.3128
- F_max (eV/Å) = 14.68
- structure (SMILES) = NC(N)=O.NC(N)=O.CC(C)O.CC(C)O.CC(C)O.CC(C)O.CC(C)O.CC(C)O.CC(C)O.CC(C)O.CO
- energy relative to the best compared isomer or geometry (same formula, charge and spin) (eV) = 7.239

Here are the Löwdin charges for atoms 1 to 2, given in e:
1. C -0.630
2. H 0.079